# 1
# C28H64AlB2N4O16

A molecular structure, C28H64AlB2N4O16 at a distorted geometry (the ωB97M-V functional and the def2-TZVPD basis, the OMol25 dataset).

Computed properties:
* frontier orbital gap (spin up / spin down): 7.25 / 2.92 eV
* 2S+1: 2
* E_LUMO (spin up / spin down): -0.92 / -5.24 eV
* E_HOMO (spin up / spin down): -8.16 / -8.16 eV

XYZ file:
```
115
C28H64AlB2N4O16, DFT the ωB97M-V functional and the def2-TZVPD basis
Al -2.734 -2.006 -1.709
B 0.058 -1.259 -0.945
H 0.173 -2.194 -1.471
H 0.979 -0.760 -0.687
H -0.462 -0.552 -1.573
H -0.575 -1.430 -0.088
O -1.449 -3.564 0.920
C -0.435 -4.153 1.332
O -0.151 -4.346 2.620
B 1.173 -4.937 2.724
O 1.626 -5.152 1.340
C 0.754 -4.671 0.500
O 0.831 -4.674 -0.744
O 2.167 -4.125 3.453
C 2.510 -4.647 4.575
O 3.068 -4.042 5.485
C 1.768 -6.034 4.622
O 1.137 -6.176 3.483
O 1.826 -6.904 5.495
C -4.015 4.906 -1.432
O -3.599 3.537 -1.412
C -2.305 3.361 -0.729
C -1.793 1.858 -0.893
N -2.737 0.887 -0.411
C -2.387 0.706 1.006
C -3.395 -0.161 1.654
O -3.471 -1.453 1.092
C -4.308 -2.380 1.773
H -4.313 5.175 -0.418
H -4.928 5.060 -2.007
H -3.278 5.674 -1.667
H -2.424 3.683 0.306
H -1.705 4.084 -1.282
H -0.791 1.755 -0.477
H -1.613 1.692 -1.955
H -3.608 1.370 -0.243
H -2.574 1.683 1.454
H -1.372 0.326 1.122
H -4.361 0.343 1.664
H -3.016 -0.241 2.673
H -5.340 -2.072 1.605
H -4.047 -2.391 2.831
H -4.139 -3.409 1.455
C 4.351 2.646 1.381
O 3.324 2.835 0.406
C 3.267 1.717 -0.563
C 2.103 2.047 -1.569
N 1.809 0.899 -2.427
C 2.858 0.179 -3.167
C 3.499 0.960 -4.302
O 4.548 0.271 -4.961
C 5.231 1.018 -5.962
H 4.554 3.516 2.005
H 5.334 2.384 0.991
H 4.031 1.933 2.141
H 3.291 0.708 -0.150
H 4.185 1.772 -1.148
H 2.339 2.926 -2.168
H 1.143 2.340 -1.142
H 1.429 0.205 -1.799
H 2.375 -0.676 -3.641
H 3.626 -0.186 -2.485
H 3.888 1.903 -3.918
H 2.676 1.220 -4.968
H 5.482 2.014 -5.597
H 4.604 1.198 -6.836
H 6.096 0.419 -6.249
C 0.368 3.415 8.381
O 0.538 3.007 7.030
C 1.473 3.797 6.309
C 1.602 3.304 4.831
N 0.311 3.154 4.219
C 0.279 2.417 2.953
C 0.708 0.973 2.987
O -0.111 0.141 3.684
C 0.054 -1.235 3.286
H -0.382 2.784 8.859
H 0.100 4.467 8.477
H 1.318 3.273 8.895
H 2.426 3.792 6.838
H 1.078 4.813 6.337
H 1.977 2.281 4.873
H 2.296 3.853 4.194
H -0.258 2.724 4.935
H 0.971 2.962 2.312
H -0.724 2.512 2.536
H 1.709 0.828 3.394
H 0.693 0.747 1.920
H 1.033 -1.633 3.556
H -0.055 -1.481 2.230
H -0.699 -1.747 3.885
C -4.020 1.303 -3.602
O -3.031 0.341 -3.508
C -2.000 0.499 -4.558
C -0.784 -0.454 -4.469
N -1.266 -1.853 -4.448
C -0.162 -2.784 -4.490
C -0.676 -4.217 -4.199
O -1.381 -4.305 -2.933
C -1.611 -5.667 -2.544
H -3.668 2.333 -3.664
H -4.651 1.274 -2.714
H -4.654 0.947 -4.415
H -1.565 1.488 -4.417
H -2.349 0.423 -5.588
H -0.116 -0.070 -3.698
H -0.310 -0.430 -5.450
H -1.934 -1.989 -5.194
H 0.631 -2.444 -3.824
H 0.323 -2.745 -5.466
H 0.170 -4.896 -4.303
H -1.362 -4.518 -4.990
H -1.891 -5.838 -1.505
H -0.707 -6.253 -2.708
H -2.487 -5.904 -3.148
```

=====

# 2
# C28H64B2F3N12O11

8 unconnected molecules or ions with the total composition C28H64B2F3N12O11 at a distorted geometry (the ωB97M-V functional and the def2-TZVPD basis, the OMol25 dataset).

Computed properties:
* frontier orbital gap: 6.45 eV
* net charge: +1
* E_LUMO: -3.86 eV
* E_HOMO: -10.31 eV

XYZ file:
```
120
C28H64B2F3N12O11, DFT the ωB97M-V functional and the def2-TZVPD basis
C -3.889 -3.990 3.538
C -4.457 -3.691 2.167
O -3.499 -2.923 1.398
B -3.891 -2.078 0.422
O -3.651 -2.255 -0.894
C -4.650 -0.687 0.787
N -5.241 0.057 -0.164
N -5.788 1.081 0.405
N -5.549 1.035 1.683
B -6.053 2.213 2.605
N -7.413 2.588 2.476
O -5.116 2.780 3.382
N -4.845 -0.070 1.943
C -4.394 -0.426 3.294
C -2.857 -0.424 3.354
O -2.456 0.573 2.449
C -1.072 0.653 2.161
C -0.887 0.228 0.722
F -1.699 0.903 -0.120
F 0.384 0.431 0.329
F -1.176 -1.086 0.550
H -4.053 -3.193 4.260
H -4.343 -4.889 3.950
H -2.812 -4.148 3.462
H -5.395 -3.125 2.235
H -4.648 -4.607 1.609
H -4.388 -2.288 -1.510
H -7.617 3.321 1.802
H -8.005 1.811 2.195
H -4.904 2.466 4.262
H -4.802 -1.405 3.533
H -4.824 0.275 4.001
H -2.544 -0.188 4.377
H -2.460 -1.410 3.101
H -0.688 1.671 2.299
H -0.477 -0.015 2.790
C 0.652 3.585 0.942
O 0.438 3.499 2.151
N 1.112 4.667 0.320
C 1.316 4.674 -1.118
C 1.430 5.856 1.098
H 0.480 2.724 0.278
H 2.364 4.848 -1.358
H 0.714 5.459 -1.582
H 1.040 3.708 -1.530
H 2.196 5.630 1.840
H 0.550 6.220 1.625
H 1.784 6.635 0.430
C -7.790 1.197 -3.899
O -8.669 1.112 -4.729
N -6.529 1.611 -4.151
C -5.533 1.683 -3.106
C -6.185 1.987 -5.512
H -7.948 0.936 -2.836
H -5.162 2.704 -2.988
H -4.685 1.030 -3.324
H -5.987 1.364 -2.172
H -6.812 2.811 -5.855
H -6.336 1.150 -6.194
H -5.141 2.292 -5.538
C 1.979 0.880 -2.481
O 2.439 2.004 -2.360
N 2.714 -0.233 -2.614
C 2.116 -1.545 -2.749
C 4.165 -0.119 -2.627
H 0.892 0.684 -2.490
H 2.431 -2.202 -1.936
H 2.405 -2.010 -3.693
H 1.031 -1.450 -2.722
H 4.518 0.331 -1.698
H 4.488 0.516 -3.452
H 4.592 -1.111 -2.744
C 7.011 -2.605 -2.754
O 6.078 -2.994 -3.439
N 8.098 -1.979 -3.224
C 9.176 -1.544 -2.361
C 8.207 -1.737 -4.655
H 7.028 -2.741 -1.659
H 9.312 -0.463 -2.423
H 10.112 -2.028 -2.645
H 8.941 -1.806 -1.330
H 7.380 -1.117 -5.005
H 8.185 -2.676 -5.201
H 9.153 -1.244 -4.854
C -0.528 9.869 1.168
O 0.399 9.159 0.832
N -1.785 9.433 1.392
C -2.851 10.331 1.781
C -2.068 8.019 1.232
H -0.417 10.956 1.317
H -3.264 10.054 2.753
H -3.659 10.324 1.046
H -2.458 11.344 1.850
H -1.465 7.422 1.918
H -1.844 7.690 0.217
H -3.122 7.848 1.443
C 10.072 -4.799 -5.442
O 10.527 -3.676 -5.325
N 10.819 -5.915 -5.526
C 10.229 -7.229 -5.666
C 12.265 -5.782 -5.475
H 8.987 -4.998 -5.492
H 10.505 -7.873 -4.829
H 10.553 -7.707 -6.592
H 9.144 -7.135 -5.686
H 12.577 -5.319 -4.538
H 12.623 -5.155 -6.291
H 12.711 -6.770 -5.556
C -3.438 -4.330 7.617
O -4.015 -3.836 6.660
N -3.153 -5.635 7.743
C -2.473 -6.166 8.909
C -3.544 -6.542 6.677
H -3.104 -3.728 8.476
H -1.533 -6.642 8.627
H -3.096 -6.902 9.419
H -2.259 -5.355 9.601
H -3.063 -6.263 5.739
H -4.623 -6.518 6.527
H -3.241 -7.551 6.947
```

=====

# 3
# C28H64BN9O11

8 unconnected molecules or ions with the total composition C28H64BN9O11 at a distorted geometry (the ωB97M-V functional and the def2-TZVPD basis, the OMol25 dataset).

Computed properties:
* frontier orbital gap: 9.08 eV
* SMILES: C[C@H](O)CO[C@H]1C[C@H](B(N)O)NC1=O.CNC(C)=O.CNC(C)=O.CNC(C)=O.CNC(C)=O.CNC(C)=O.CNC(C)=O.CNC(C)=O
* E_LUMO: 0.64 eV
* E_HOMO: -8.43 eV

XYZ file:
```
113
C28H64BN9O11, DFT the ωB97M-V functional and the def2-TZVPD basis
C 1.552 -2.100 2.219
C 1.262 -1.653 0.713
O 2.304 -2.276 -0.091
C 1.203 -0.071 0.515
O -0.157 0.276 0.159
C -0.824 1.049 1.163
C -2.371 0.612 0.924
C -2.293 -0.776 1.715
B -3.545 -1.803 1.647
N -4.955 -1.426 1.347
O -3.234 -3.209 1.861
N -1.846 -0.266 3.074
C -0.724 0.626 2.708
O 0.110 0.906 3.584
H 2.623 -1.863 2.544
H 0.874 -1.603 2.980
H 1.333 -3.220 2.274
H 0.290 -2.098 0.304
H 3.028 -1.635 -0.257
H 1.846 0.159 -0.407
H 1.648 0.532 1.362
H -0.623 2.177 1.157
H -2.912 1.419 1.524
H -2.565 0.576 -0.191
H -1.408 -1.469 1.468
H -4.885 -0.898 0.456
H -5.407 -2.314 1.057
H -2.424 -3.394 1.337
H -1.584 -1.099 3.612
C 8.223 -1.603 -1.484
N 6.791 -1.422 -1.354
C 6.066 -1.287 -0.216
C 6.804 -1.326 1.093
O 4.849 -1.139 -0.277
H 8.622 -0.779 -2.079
H 8.405 -2.543 -2.008
H 8.724 -1.624 -0.518
H 6.232 -1.388 -2.196
H 6.095 -1.205 1.911
H 7.309 -2.286 1.210
H 7.529 -0.510 1.139
C 10.623 -2.111 4.839
N 10.227 -1.313 3.697
C 10.493 -1.541 2.382
C 11.295 -2.766 2.030
O 10.083 -0.765 1.530
H 9.722 -2.432 5.365
H 11.223 -1.487 5.505
H 11.200 -2.986 4.549
H 9.686 -0.476 3.858
H 11.425 -2.813 0.950
H 12.281 -2.715 2.496
H 10.770 -3.666 2.356
C -7.614 1.493 1.719
N -7.553 0.574 0.603
C -7.969 0.779 -0.676
C -8.572 2.117 -1.009
O -7.845 -0.110 -1.512
H -6.599 1.658 2.086
H -8.212 1.036 2.511
H -8.055 2.448 1.441
H -7.159 -0.344 0.755
H -8.855 2.133 -2.061
H -9.467 2.285 -0.408
H -7.846 2.909 -0.834
C 4.569 -0.185 -7.554
N 5.314 -1.133 -6.752
C 5.671 -1.028 -5.443
C 5.256 0.216 -4.702
O 6.306 -1.927 -4.907
H 3.668 -0.678 -7.924
H 5.189 0.113 -8.402
H 4.287 0.699 -6.987
H 5.624 -1.991 -7.185
H 5.609 0.158 -3.674
H 5.699 1.097 -5.171
H 4.168 0.301 -4.690
C -10.793 6.641 -3.538
N -10.070 5.657 -2.759
C -9.700 5.728 -1.451
C -10.072 6.970 -0.684
O -9.088 4.804 -0.936
H -11.710 6.180 -3.910
H -10.171 6.935 -4.386
H -11.045 7.522 -2.954
H -9.787 4.799 -3.210
H -9.712 6.881 0.340
H -9.608 7.846 -1.140
H -11.158 7.086 -0.661
C 0.924 -7.448 -2.550
N 0.007 -6.422 -2.098
C 0.209 -5.075 -2.056
C 1.539 -4.551 -2.529
O -0.674 -4.336 -1.643
H 0.456 -7.990 -3.374
H 1.103 -8.139 -1.723
H 1.872 -7.033 -2.883
H -0.904 -6.702 -1.767
H 1.552 -3.466 -2.435
H 2.343 -4.961 -1.915
H 1.694 -4.811 -3.579
C -4.201 4.711 5.363
N -4.661 4.153 4.109
C -3.918 3.583 3.122
C -2.429 3.504 3.322
O -4.463 3.155 2.113
H -4.686 4.171 6.180
H -4.497 5.761 5.404
H -3.122 4.637 5.474
H -5.651 4.172 3.907
H -1.974 3.028 2.458
H -2.010 4.507 3.425
H -2.202 2.905 4.207
```

=====

# 4
# C28H64Be2N8O13S

A molecular structure, C28H64Be2N8O13S at a distorted geometry (the ωB97M-V functional and the def2-TZVPD basis, the OMol25 dataset).

Computed properties:
* frontier orbital gap: 1.51 eV
* net charge: +2
* E_LUMO: -10.84 eV
* E_HOMO: -12.35 eV

XYZ file:
```
116
C28H64Be2N8O13S, DFT the ωB97M-V functional and the def2-TZVPD basis
Be 17.169 -18.385 10.153
Be 17.613 -13.297 17.602
S 17.572 -16.029 14.043
O 16.579 -15.003 14.480
O 16.981 -17.374 13.837
O 18.124 -15.608 12.776
O 18.625 -15.993 15.045
C 22.053 -15.451 20.949
O 21.013 -15.249 20.330
N 23.052 -16.251 20.496
C 22.996 -16.808 19.174
C 24.240 -16.360 21.258
H 22.320 -15.003 21.918
H 23.895 -16.668 18.573
H 22.165 -16.469 18.555
H 22.980 -17.897 19.153
H 24.995 -15.883 20.633
H 24.296 -15.937 22.261
H 24.477 -17.422 21.328
C 22.670 -11.518 15.033
O 21.693 -11.749 15.807
N 23.942 -11.453 15.494
C 24.984 -11.379 14.457
C 24.255 -11.814 16.856
H 22.529 -11.337 13.957
H 25.877 -11.055 14.992
H 24.814 -10.705 13.618
H 25.199 -12.360 14.035
H 24.586 -12.851 16.808
H 25.095 -11.221 17.220
H 23.379 -11.644 17.482
C 12.134 -12.096 19.265
O 13.362 -12.242 19.034
N 11.118 -12.548 18.480
C 11.350 -13.279 17.268
C 9.743 -12.276 18.749
H 11.736 -11.660 20.195
H 11.306 -12.751 16.316
H 10.540 -14.007 17.223
H 12.256 -13.880 17.186
H 9.120 -13.170 18.739
H 9.620 -11.790 19.717
H 9.268 -11.596 18.041
C 15.420 -10.547 10.452
O 14.363 -10.181 9.879
N 16.574 -9.875 10.436
C 16.829 -8.712 9.588
C 17.748 -10.439 11.052
H 15.582 -11.447 11.066
H 17.079 -8.999 8.567
H 17.641 -8.069 9.928
H 15.918 -8.118 9.658
H 18.482 -10.647 10.274
H 18.235 -9.718 11.708
H 17.652 -11.400 11.557
C 14.358 -18.337 18.959
O 14.906 -17.316 19.462
N 13.642 -19.184 19.745
C 13.160 -20.448 19.227
C 13.456 -18.998 21.156
H 14.464 -18.676 17.917
H 12.077 -20.563 19.277
H 13.713 -21.235 19.739
H 13.338 -20.611 18.164
H 13.812 -18.031 21.512
H 12.414 -19.072 21.467
H 14.071 -19.697 21.723
C 17.590 -13.511 6.509
O 17.188 -14.527 7.032
N 17.171 -13.075 5.340
C 17.703 -11.883 4.751
C 16.145 -13.786 4.600
H 18.335 -12.853 6.982
H 16.923 -11.258 4.316
H 18.437 -12.122 3.981
H 18.244 -11.277 5.478
H 15.938 -14.817 4.887
H 15.192 -13.327 4.861
H 16.290 -13.773 3.520
C 20.654 -22.853 12.080
O 19.882 -21.973 11.696
N 21.592 -22.614 13.038
C 22.630 -23.690 13.271
C 21.816 -21.309 13.663
H 20.710 -23.871 11.666
H 22.574 -24.126 14.268
H 23.604 -23.211 13.178
H 22.722 -24.490 12.537
H 22.749 -20.851 13.335
H 21.014 -20.606 13.439
H 21.735 -21.423 14.744
C 22.861 -17.184 9.937
O 21.914 -17.830 9.521
N 24.101 -17.655 10.013
C 25.225 -16.865 10.544
C 24.491 -19.016 9.700
H 22.698 -16.157 10.301
H 25.572 -17.216 11.516
H 25.051 -15.814 10.776
H 26.041 -16.810 9.824
H 25.163 -19.162 8.855
H 24.906 -19.434 10.617
H 23.561 -19.568 9.564
C 10.603 -16.664 11.000
C 10.600 -15.706 9.842
C 11.865 -16.156 9.087
O 12.689 -16.814 10.018
C 12.093 -16.835 11.300
H 10.203 -17.613 10.644
H 10.022 -16.454 11.898
H 10.770 -14.703 10.233
H 9.731 -15.710 9.183
H 12.364 -15.231 8.797
H 11.604 -16.746 8.208
H 12.390 -15.970 11.893
H 12.412 -17.755 11.790
```